[1]
Molecular formula: C3H11N2P3
Method: DFT, ωB97M-V/def2-TZVPD

Last column: Mulliken charge in e.
Geometry (Å):
C: 2.534 0.756 0.754  -1.0345
C: 1.767 0.549 -0.643  -0.3164
C: 0.280 0.721 -0.608  -0.4645
N: -2.824 0.138 0.002  -0.1558
N: -0.603 -1.318 0.135  0.0252
P: -2.220 -1.350 0.061  -0.1456
P: -4.309 0.991 -0.350  -0.0881
P: 0.612 -2.451 0.429  -0.1681
H: 2.165 0.210 1.576  0.3191
H: 3.655 0.464 0.549  0.2913
H: 2.515 1.928 1.066  0.2956
H: 2.103 -0.501 -0.963  0.2523
H: 2.252 1.211 -1.351  0.3770
H: -0.095 1.270 0.168  0.4270
H: -0.241 0.550 -1.644  0.2662
H: -3.737 1.915 -1.138  0.0009
H: -4.272 1.663 0.911  0.0357
H: 0.263 -3.485 -0.431  0.0390
H: 0.157 -3.260 1.478  0.0439

Results
frontier orbital gap (alpha / beta)	6.6 / 6.6	eV
electronic energy	-1254.3091	Ha
highest occupied orbital energy (alpha / beta)	-0.2796 / -0.2795	hartree

[2]
Molecular formula: C8H10NOP
Method: DFT, ωB97M-V/def2-TZVPD

Last column: Mulliken charge in e.
Geometry (Å):
C: 3.101 1.298 -0.889  -0.6483
N: 2.371 0.206 -0.299  0.0151
P: 2.697 -0.865 0.707  -0.1112
O: 1.376 -1.893 0.742  -0.2712
C: 0.235 -2.081 -0.035  -0.8766
C: -0.882 -1.171 0.240  0.8043
C: -1.788 -0.951 -0.729  -0.4704
C: -2.834 -0.067 -0.474  -0.3793
C: -2.781 0.719 0.601  -0.5492
C: -1.945 0.366 1.736  -0.4275
C: -0.991 -0.555 1.487  -0.3668
H: 3.882 1.025 -1.696  0.2329
H: 2.332 2.048 -1.273  0.2338
H: 3.667 1.926 -0.104  0.2416
H: 0.000 -3.133 -0.031  0.3756
H: 0.562 -1.846 -1.012  0.4011
H: -1.733 -1.452 -1.686  0.3507
H: -3.656 0.153 -1.106  0.3788
H: -3.675 1.317 0.587  0.3010
H: -1.967 0.788 2.772  0.3114
H: -0.227 -0.812 2.166  0.4543

Results
structure (SMILES)	C/N=P/OCc1ccccc1
frontier orbital gap	9.4	eV
electronic energy	-782.1375	Ha
highest occupied orbital energy	-0.3289	hartree

[3]
Molecular formula: C41H61F13N3O33S7
Method: DFT, ωB97M-V/def2-TZVPD

Last column: Mulliken charge in e.
Geometry (Å):
C: -0.258 1.378 -1.600  -1.2361
C: 0.665 0.441 -1.261  -0.4618
C: 0.945 0.063 0.242  -1.2564
O: 2.010 0.928 0.632  -0.5058
C: 2.859 0.446 1.705  2.4095
C: 1.994 0.543 3.018  0.8096
C: 2.478 1.514 4.153  -0.3230
C: 3.865 1.247 4.809  -1.4067
O: 2.349 2.909 3.801  -0.6161
N: 3.958 1.453 1.687  -0.5817
C: 3.584 2.452 1.030  0.3572
O: 3.341 3.411 0.500  -0.4210
C: 3.451 -1.015 1.391  0.0887
C: 4.572 -0.942 0.252  -2.1405
C: 4.304 -0.029 -0.988  0.9444
C: 5.194 -0.539 -2.181  0.5127
F: 6.292 -1.340 -2.012  -0.3659
C: 4.819 -0.074 -3.422  -0.3093
F: 3.665 -0.382 -4.028  -0.0160
F: 5.614 0.799 -4.101  -0.2631
C: 4.342 -1.336 2.649  -1.1515
C: 3.795 -2.002 3.887  -0.3040
O: 2.790 -2.553 4.136  -0.2902
F: 4.724 -2.016 4.939  -0.3573
N: 2.355 -2.019 1.090  1.3428
C: 2.771 -3.367 0.664  1.2114
F: 3.936 -3.826 1.199  -0.3127
F: 1.845 -4.237 1.211  -0.3121
C: 2.805 -3.726 -0.873  0.2808
F: 1.544 -4.217 -1.180  -0.3209
F: 3.004 -2.693 -1.733  0.1017
C: 3.766 -4.918 -1.267  0.5448
F: 3.558 -6.013 -0.480  -0.2751
F: 5.079 -4.533 -1.250  -0.2597
C: 3.523 -5.458 -2.740  0.6204
F: 2.427 -6.240 -2.839  -0.2366
F: 3.608 -4.531 -3.703  -0.2143
F: 4.569 -6.321 -2.965  -0.2907
C: 1.102 -1.491 0.409  2.3438
C: -0.247 -2.029 1.105  -1.4754
C: -1.174 -2.829 0.102  -1.4949
C: -1.716 -2.027 -1.138  -0.8695
C: -0.964 -2.551 -2.417  0.3819
N: -1.686 -2.329 -3.694  -0.0773
C: -1.700 -0.859 -3.977  -0.7546
C: -0.927 -2.926 -4.764  0.6246
C: -1.231 -2.597 -6.270  -0.9429
O: 0.005 -3.676 -4.562  -0.5507
H: -1.261 1.336 -1.118  0.2902
H: -0.080 2.166 -2.362  0.3081
H: 1.251 -0.044 -2.078  -0.0118
H: 0.032 0.496 0.744  0.8182
H: 0.992 0.981 2.746  0.2990
H: 1.712 -0.450 3.459  -1.2253
H: 1.725 1.386 4.980  0.3472
H: 4.010 2.056 5.578  0.5511
H: 4.742 1.364 4.121  0.2170
H: 3.875 0.294 5.385  0.2414
H: 3.257 3.228 3.647  0.4424
H: 5.495 -0.519 0.730  0.8099
H: 4.891 -1.951 -0.103  0.9217
H: 3.275 -0.023 -1.405  -1.2834
H: 4.712 0.995 -0.795  0.5829
H: 4.932 -0.440 2.983  0.4474
H: 5.179 -2.011 2.306  0.9967
H: 1.966 -2.198 2.053  0.4952
H: 0.968 -1.888 -0.630  -0.7231
H: -0.049 -2.757 1.934  0.5044
H: -0.875 -1.230 1.549  0.4828
H: -0.735 -3.818 -0.187  0.4558
H: -2.079 -3.098 0.715  0.5390
H: -2.789 -2.339 -1.269  0.4714
H: -1.737 -0.922 -1.023  0.1569
H: 0.066 -2.110 -2.554  -0.2611
H: -0.885 -3.661 -2.293  0.3976
H: -2.275 -0.614 -4.905  0.3452
H: -0.628 -0.532 -4.048  0.1739
H: -2.202 -0.281 -3.161  0.3120
H: -0.539 -1.763 -6.568  0.2934
H: -2.296 -2.286 -6.356  0.5201
H: -0.949 -3.474 -6.913  -0.0907
C: -1.235 -7.715 -7.511  -0.3205
C: -0.505 -7.966 -8.816  -0.3388
O: -1.135 -7.098 -9.760  -0.3200
S: -1.628 -5.760 -9.006  1.0888
O: -0.645 -4.748 -9.197  -0.4706
O: -3.002 -5.561 -9.295  -0.5575
O: -1.493 -6.309 -7.493  -0.2671
H: -2.194 -8.238 -7.486  0.2674
H: -0.643 -8.005 -6.644  0.3179
H: -0.576 -9.002 -9.140  0.3237
H: 0.548 -7.680 -8.742  0.2603
C: -1.473 -0.597 6.930  -0.4362
C: -1.630 0.663 6.108  -0.1911
O: -0.940 0.385 4.876  -0.3127
S: -1.077 -1.183 4.544  1.1088
O: -2.142 -1.353 3.615  -0.6494
O: 0.228 -1.710 4.313  -0.3918
O: -1.583 -1.672 5.986  -0.3948
H: -0.484 -0.650 7.392  0.2837
H: -2.236 -0.683 7.700  0.3584
H: -1.206 1.536 6.598  0.4010
H: -2.675 0.853 5.873  0.2474
C: 2.624 -2.823 -6.643  0.3665
C: 3.304 -3.106 -7.969  -0.3861
O: 2.723 -2.175 -8.885  -0.3517
S: 2.352 -0.818 -8.100  1.0637
O: 3.400 0.120 -8.300  -0.5601
O: 0.989 -0.508 -8.358  -0.5555
O: 2.476 -1.398 -6.598  -0.1086
H: 1.629 -3.271 -6.603  -0.1459
H: 3.210 -3.172 -5.795  0.0312
H: 3.146 -4.128 -8.308  0.3485
H: 4.377 -2.902 -7.916  0.3185
C: -5.299 4.636 7.195  -0.1949
C: -3.793 4.666 7.033  -0.2284
O: -3.298 3.763 8.029  -0.3373
S: -4.370 2.575 8.242  1.0632
O: -3.954 1.450 7.466  -0.5239
O: -4.662 2.476 9.625  -0.5720
O: -5.612 3.268 7.493  -0.2636
H: -5.618 5.248 8.036  0.2418
H: -5.815 4.957 6.299  0.2410
H: -3.378 5.662 7.177  0.3453
H: -3.491 4.286 6.053  0.2521
C: -9.312 7.129 4.621  -0.2306
C: -10.138 5.869 4.770  -0.2581
O: -9.518 5.149 5.840  -0.3188
S: -8.898 6.198 6.893  0.9635
O: -9.817 6.367 7.960  -0.5618
O: -7.528 5.858 7.108  -0.4045
O: -8.966 7.509 5.955  -0.3743
H: -8.387 6.931 4.071  0.2346
H: -9.862 7.929 4.127  0.3295
H: -10.152 5.273 3.862  0.2785
H: -11.164 6.100 5.069  0.3101
C: -9.271 6.651 0.005  -0.2425
C: -7.765 6.703 -0.162  -0.3360
O: -7.255 5.812 0.835  -0.3053
S: -8.306 4.607 1.056  1.0453
O: -7.880 3.491 0.290  -0.5817
O: -8.596 4.515 2.447  -0.4484
O: -9.564 5.284 0.308  -0.3068
H: -9.597 7.265 0.849  0.2108
H: -9.798 6.963 -0.894  0.3149
H: -7.365 7.705 -0.023  0.3214
H: -7.461 6.324 -1.142  0.2958
C: 9.115 3.500 -1.389  -0.4388
C: 7.785 2.846 -1.711  -0.3096
O: 7.576 1.906 -0.651  -0.1650
S: 8.234 2.484 0.709  1.1034
O: 7.202 3.099 1.472  -0.5369
O: 9.097 1.493 1.243  -0.5667
O: 9.126 3.643 0.036  -0.3129
H: 9.952 2.858 -1.673  0.3195
H: 9.225 4.470 -1.870  0.3255
H: 7.790 2.344 -2.676  0.3069
H: 6.970 3.574 -1.684  0.2822

Results
net charge	+1
frontier orbital gap	8.4	eV
electronic energy	-8330.9885	Ha
highest occupied orbital energy	-0.3990	hartree

[4]
Molecular formula: C31H31BCoF5N9S
Method: DFT, ωB97M-V/def2-TZVPD

Last column: Mulliken charge in e.
Geometry (Å):
Co: -0.762 0.498 0.253  -0.9200
C: -2.911 3.376 -0.077  -1.3791
C: -2.350 2.708 -1.288  0.7093
C: -2.529 3.056 -2.630  -1.5163
C: -1.828 2.108 -3.352  0.9850
C: -1.675 1.966 -4.827  -1.4944
N: -1.266 1.256 -2.479  0.2608
N: -1.585 1.623 -1.214  0.5935
B: -0.434 -0.041 -2.733  -0.7868
N: 0.957 0.135 -2.135  0.6967
N: 1.055 0.489 -0.830  1.1210
C: 2.354 0.476 -0.522  0.5393
C: 2.893 0.859 0.812  -1.4027
C: 3.095 0.078 -1.638  -1.4817
C: 2.171 -0.142 -2.637  0.8254
C: 2.379 -0.605 -4.039  -1.4910
N: -1.178 -1.188 -2.004  0.8147
N: -1.599 -1.010 -0.725  0.4854
C: -2.458 -1.991 -0.448  0.7946
C: -3.266 -2.047 0.807  -1.6914
C: -2.546 -2.848 -1.544  -1.4314
C: -1.720 -2.303 -2.509  0.8853
C: -1.420 -2.793 -3.882  -1.3800
H: -3.821 3.913 -0.341  0.4732
H: -3.156 2.645 0.692  0.1582
H: -2.210 4.097 0.347  0.1315
H: -3.106 3.874 -3.020  0.5282
H: -2.153 2.808 -5.322  0.3872
H: -0.626 1.941 -5.118  0.2612
H: -2.137 1.047 -5.186  0.2561
H: -0.375 -0.265 -3.906  -0.0921
H: 2.091 1.034 1.528  -0.0208
H: 3.501 0.053 1.217  0.3600
H: 3.500 1.765 0.728  0.3029
H: 4.161 -0.040 -1.702  0.4964
H: 3.444 -0.741 -4.219  0.4093
H: 1.883 -1.558 -4.215  0.2035
H: 1.995 0.115 -4.761  0.2704
H: -3.149 -1.140 1.395  0.1967
H: -4.320 -2.153 0.553  0.4631
H: -2.987 -2.898 1.429  0.2886
H: -3.140 -3.739 -1.626  0.5355
H: -1.882 -3.767 -4.027  0.3900
H: -1.800 -2.113 -4.643  0.2278
H: -0.346 -2.897 -4.027  0.1920
F: 3.790 -5.382 -3.025  -0.3311
C: 3.495 -4.738 -1.886  0.3344
C: 2.425 -3.863 -1.823  -0.3387
F: 1.670 -3.650 -2.918  -0.3499
C: 2.131 -3.213 -0.640  -0.2655
F: 1.072 -2.368 -0.670  0.2704
C: 2.863 -3.357 0.541  0.2607
S: 2.499 -2.495 2.015  -0.3467
C: 3.934 -4.260 0.430  0.2262
F: 4.720 -4.498 1.492  -0.3602
C: 4.250 -4.932 -0.737  0.2982
F: 5.290 -5.777 -0.770  -0.3115
N: -1.148 1.469 3.209  -0.0679
C: -0.921 0.091 3.187  0.6449
C: -1.035 -0.608 4.379  -0.9605
C: -0.858 -1.977 4.363  -0.6707
C: -0.535 -2.605 3.176  -1.1147
C: -0.412 -1.837 2.033  -1.0863
N: -0.665 -0.511 2.021  0.7160
C: -0.573 2.439 2.421  0.4323
C: -0.413 3.723 2.957  -0.7440
C: 0.169 4.695 2.186  -0.7679
C: 0.593 4.387 0.896  -1.0089
C: 0.385 3.110 0.431  -0.3629
N: -0.207 2.150 1.175  1.6336
H: -1.385 1.802 4.132  0.3006
H: -1.255 -0.084 5.298  0.4210
H: -0.957 -2.541 5.279  0.4468
H: -0.329 -3.663 3.122  0.4879
H: -0.194 -2.284 1.085  0.7258
H: -0.727 3.924 3.971  0.4577
H: 0.309 5.689 2.589  0.4179
H: 1.067 5.122 0.266  0.5123
H: 0.682 2.805 -0.556  0.3455

Results
frontier orbital gap (alpha / beta)	6.0 / 6.0	eV
2S+1	2
electronic energy	-3997.9991	Ha
highest occupied orbital energy (alpha / beta)	-0.2245 / -0.2245	hartree